(1)
The following is a quantum chemistry calculation of 2 unconnected molecules or ions with the total composition C12H19F3O6S, from the Open Molecules 2025 dataset.

Geometry as ORCA input:
```
! RIJCOSX wB97M-V def2-TZVPD def2/J DEFGRID3
* xyz 0 1
O 4.1136 1.9560 3.1368
S 3.5577 1.0128 2.2359
O 2.2893 1.4586 1.7564
C 3.3966 -0.6086 2.9929
C 3.0189 -1.7189 1.9534
C 1.4743 -1.6287 1.7000
C 1.0151 -1.7595 0.2397
O -0.2941 -2.2984 0.0758
C -1.2925 -1.6108 0.7821
C -1.4513 -0.1257 0.4262
F -2.7909 0.1459 0.5292
F -1.0959 0.1605 -0.8195
F -0.8849 0.6882 1.2809
C 3.9239 -1.5425 0.7197
C 3.9536 -0.1434 0.1090
O 4.5685 0.8204 1.0004
H 4.3143 -0.8458 3.5362
H 2.5862 -0.4870 3.7160
H 3.2225 -2.6746 2.4443
H 1.1255 -0.6870 2.1303
H 0.9648 -2.4118 2.2794
H 1.1009 -0.7645 -0.2236
H 1.6654 -2.3992 -0.3601
H -2.2405 -2.0807 0.5053
H -1.2282 -1.7275 1.8721
H 3.7457 -2.2762 -0.0703
H 4.9498 -1.7472 1.0603
H 2.9982 0.2115 -0.2824
H 4.6250 -0.1929 -0.7539
O -5.3620 1.4391 -5.1626
C -4.9705 1.6911 -4.0614
C -3.5318 1.9117 -3.6400
C -3.6139 1.7923 -2.1219
C -5.0333 2.2590 -1.8449
O -5.7958 1.8612 -2.9970
H -3.2222 2.9093 -3.9558
H -2.8810 1.1576 -4.0742
H -2.8612 2.3679 -1.5862
H -3.5037 0.7481 -1.8317
H -5.1010 3.3446 -1.7414
H -5.4553 1.7951 -0.9556
*
```

## Properties
HOMO in eV: -10.077
HOMO-LUMO gap in Eh: 0.383
SMILES string: O=S1(=O)C[C@@H](CCOCC(F)(F)F)CCO1.O=C1CCCO1
E in eV: -44024.2239

=====

(2)
The following is a quantum chemistry calculation of 2 unconnected molecules or ions with the total composition C12H19N4, from the Open Molecules 2025 dataset.

Geometry as ORCA input:
```
! RIJCOSX wB97M-V def2-TZVPD def2/J DEFGRID3
* xyz 2 2
C 1.0479 -1.9999 -2.6612
C 1.4560 -1.2999 -1.4040
C 2.0461 -0.0375 -1.1757
C 1.1391 -1.8709 -0.1278
C 1.6211 -0.9458 0.8545
C 0.5940 -3.0755 0.2573
C 1.3985 -1.1746 2.1710
C 0.4385 -3.3499 1.6311
C 0.7751 -2.3822 2.5586
N 2.2499 0.0938 0.1655
H -0.0050 -2.2538 -2.5679
H 1.5568 -2.9709 -2.6983
H 2.3998 0.6759 -1.9026
H 2.3135 1.0629 0.4633
H 0.3737 -3.8063 -0.5070
H 1.8102 -0.5241 2.9378
H 0.1322 -4.3584 1.8732
H 0.7302 -2.5977 3.6150
H 1.2067 -1.4812 -3.6030
C -1.3778 0.8683 0.7316
C -1.7278 1.3883 2.1453
C -1.3409 2.5990 -1.0509
N -0.8037 2.0702 0.0643
N -2.2908 2.0189 -1.7891
N -0.8499 3.7699 -1.4962
H -0.6636 0.0524 0.7484
H -2.2838 0.5212 0.2641
H -2.2106 2.3665 2.1667
H -0.8519 1.4612 2.7962
H -0.3793 2.7930 0.6256
H -2.2674 1.0250 -1.6634
H -2.6185 2.3647 -2.6673
H -0.3464 4.4177 -0.9182
H -0.8640 3.8780 -2.4939
H -2.4077 0.7017 2.6568
*
```

## Properties
HOMO (alpha / beta) in eV: -15.747 / -16.032
Energy relative to the best compared isomer or geometry (same formula, charge and spin) in kJ/mol: 5.66
HOMO-LUMO gap (alpha / beta) in Eh: 0.343 / 0.232
E in eV: -18697.0449
Expectation value of S²: 0.7698

=====

(3)
The following is a quantum chemistry calculation of C12H19NO4 in the gas phase, from the Open Molecules 2025 dataset.

Geometry as ORCA input:
```
! RIJCOSX wB97M-V def2-TZVPD def2/J DEFGRID3
* xyz 0 1
C -0.7173 -3.2792 -0.2723
O -0.4560 -1.8947 -0.2593
C 0.8386 -1.4797 -0.1062
C 1.9171 -2.3303 0.0941
C 3.1833 -1.7993 0.2487
C 3.3954 -0.4361 0.1912
C 2.3295 0.4306 -0.0271
O 2.4593 1.7869 -0.1300
C 3.7449 2.3509 -0.0396
C 1.0341 -0.0908 -0.1643
O -0.0689 0.6835 -0.4275
C -0.3718 1.7192 0.4997
C -1.6236 2.4768 0.0252
N -2.8809 1.7824 0.1791
C -3.1209 0.7065 -0.7785
C -3.7618 -0.4908 -0.0796
O -2.9509 -0.9747 0.9622
H -0.1858 -3.7779 -1.0880
H -0.4500 -3.7465 0.6804
H -1.7906 -3.3765 -0.4276
H 1.7797 -3.3977 0.1404
H 4.0206 -2.4603 0.4123
H 4.3963 -0.0541 0.3056
H 4.4055 1.9735 -0.8261
H 4.1985 2.1667 0.9396
H 3.6021 3.4222 -0.1738
H 0.4662 2.4191 0.5767
H -0.5574 1.2794 1.4915
H -1.5002 2.7384 -1.0276
H -1.6859 3.4013 0.6083
H -2.9362 1.3957 1.1183
H -2.1873 0.3752 -1.2482
H -3.7924 1.0776 -1.5624
H -3.9637 -1.2813 -0.8185
H -4.7073 -0.1986 0.3850
H -2.0623 -1.1176 0.5985
*
```

## Properties
HOMO in eV: -8.351
Energy relative to the best compared isomer or geometry (same formula, charge and spin) in kJ/mol: 121.71
HOMO-LUMO gap in Eh: 0.336
SMILES string: COc1cccc(OC)c1OCCNCCO
E in eV: -22430.6799

=====

(4)
The following is a quantum chemistry calculation of a molecular structure, C12H20BCl2LuN5O2S2, from the Open Molecules 2025 dataset.

Geometry as ORCA input:
```
! RIJCOSX wB97M-V def2-TZVPD def2/J DEFGRID3
* xyz 1 1
Lu 0.0420 -1.2922 -0.3418
C -2.7095 1.8623 -3.8724
N -2.3719 2.0422 -2.4834
C -2.1460 3.2391 -1.8130
C -1.7320 2.9115 -0.5677
N -1.7333 1.5627 -0.4219
B -1.5841 0.8232 0.9608
N -0.2926 1.4139 1.7115
C -0.3204 1.7670 3.0726
C 0.9380 2.0080 3.4435
N 1.7306 1.7781 2.3168
C 3.1590 1.9149 2.1699
C 0.9584 1.3933 1.2970
S 1.4079 0.8845 -0.3035
C -2.1086 1.0558 -1.6007
S -2.0005 -0.6543 -1.9976
H -1.8406 1.3526 -4.3017
H -2.7673 2.8090 -4.3309
H -3.6288 1.3201 -3.9924
H -2.1644 4.2360 -2.1601
H -1.3660 3.5193 0.2274
H -2.6586 1.0408 1.5673
H -1.4360 -0.3687 0.8192
H -1.2838 1.6650 3.5219
H 1.3755 2.3647 4.3520
H 3.3976 2.9432 2.3722
H 3.4339 1.6285 1.1774
H 3.7315 1.3361 2.9116
N -1.3524 -3.0215 0.5445
C -0.6795 -4.3762 0.7151
C 0.6278 -4.3257 1.5389
C 1.0859 -3.0233 1.0179
O 1.4386 -3.0394 -0.1822
O 0.7634 -1.9754 1.6517
H -1.4973 -2.6370 1.4605
H -2.2545 -3.1228 0.1098
H -0.4846 -4.7431 -0.3113
H -1.3201 -5.1097 1.1974
H 1.3772 -5.0759 1.2996
H 0.4363 -4.3561 2.6375
Cl 3.7128 1.1322 -3.7086
C 3.2895 -0.4485 -3.0587
Cl 1.5468 -0.8645 -3.2061
H 3.3745 -0.3804 -1.9504
H 3.9057 -1.1890 -3.4894
*
```

## Properties
HOMO in eV: -11.081
HOMO-LUMO gap in Eh: 0.321
E in eV: -105327.0037

=====

(5)
The following is a quantum chemistry calculation of 2 unconnected molecules or ions with the total composition C12H20BFNO5P2, from the Open Molecules 2025 dataset.

Geometry as ORCA input:
```
! RIJCOSX wB97M-V def2-TZVPD def2/J DEFGRID3
* xyz 1 1
C 2.1291 2.4378 -3.2747
P 0.3564 2.6822 -2.8437
C -0.7757 1.5060 -3.7014
P 0.0007 2.7536 -0.7211
C 1.2308 1.8004 0.3360
O 2.1060 1.0189 -0.4265
C 1.8409 -0.3371 -0.4705
C 2.8719 -1.1365 -0.9348
C 2.6940 -2.4849 -1.0425
C 1.4989 -3.0966 -0.7021
C 0.4797 -2.3100 -0.2264
C 0.6676 -0.9490 -0.1290
B -1.8358 2.2261 -0.4049
N -2.2683 0.8677 -0.1345
O -2.7290 3.2444 -0.4950
H 2.4984 1.4431 -3.0149
H 2.2016 2.5580 -4.3614
H 2.7142 3.2335 -2.8086
H -0.3044 1.0635 -4.5840
H -1.1805 0.7149 -3.0618
H -1.6223 2.0915 -4.0745
H 0.0930 4.1118 -0.3544
H 0.7394 1.2957 1.1756
H 1.8506 2.5854 0.7925
H 3.8305 -0.7063 -1.2125
H 3.4940 -3.1217 -1.4106
H 1.3203 -4.1637 -0.7878
H -0.4864 -2.6985 0.0777
H -0.1678 -0.3626 0.2461
H -3.0888 0.5963 -0.6675
H -2.4416 0.6927 0.8542
H -3.5975 2.8814 -0.2660
C -1.2427 -2.9274 3.4548
C -1.7094 -2.2863 4.7368
O -1.2989 -0.9330 4.5672
C -1.3051 -0.6938 3.2363
O -1.2755 0.3925 2.7407
O -1.3591 -1.8408 2.5261
F -1.0800 -2.8062 5.8101
H -0.2021 -3.2503 3.5081
H -1.8585 -3.7707 3.1525
H -2.7885 -2.3217 4.8963
*
```

## Properties
HOMO in eV: -11.568
HOMO-LUMO gap in Eh: 0.302
E in eV: -46462.5157

=====

(6)
The following is a quantum chemistry calculation of a molecular structure, C12H20Br2IrN, from the Open Molecules 2025 dataset.

Geometry as ORCA input:
```
! RIJCOSX wB97M-V def2-TZVPD def2/J DEFGRID3
* xyz 3 2
Ir 0.2050 0.4540 0.5890
Br -0.0090 1.2517 3.1543
C 0.2586 3.0380 2.4555
Br 0.2311 2.8886 0.4917
H 1.2277 3.4210 2.7555
H -0.5735 3.6743 2.7433
C 4.8389 0.2326 -1.8160
C 4.1753 -0.5558 -0.7647
C 4.3297 -2.0216 -0.7677
C 4.4731 0.2635 1.1622
C 3.2835 0.0666 0.1537
C 2.0466 0.3040 0.4107
H 5.8697 -0.0902 -1.9699
H 4.7882 1.3075 -1.6629
H 4.2791 -0.0240 -2.7295
H 5.3664 -2.3143 -0.9413
H 3.7515 -2.3501 -1.6457
H 3.9334 -2.5108 0.1184
H 5.4078 -0.1362 0.7494
H 4.1980 -0.2750 2.0660
H 4.5568 1.3372 1.3149
C -5.0081 -0.7648 0.9759
C -4.2679 -0.4818 -0.3479
C -4.2251 -1.7409 -1.2410
C -4.8900 0.7131 -1.0976
C -2.8902 -0.1372 -0.0201
N -1.7973 0.1332 0.2374
H -6.0388 -1.0086 0.7213
H -5.0179 0.1080 1.6277
H -4.5776 -1.6145 1.5042
H -5.2559 -1.9965 -1.4844
H -3.7800 -2.5891 -0.7224
H -3.6936 -1.5562 -2.1738
H -5.9242 0.4519 -1.3184
H -4.3791 0.9066 -2.0399
H -4.8922 1.6158 -0.4879
*
```

## Properties
HOMO (alpha / beta) in eV: -19.948 / -19.884
HOMO-LUMO gap (alpha / beta) in Eh: 0.262 / 0.264
E in eV: -157148.0364
Expectation value of S²: 0.7565

=====

(7)
The following is a quantum chemistry calculation of a molecular structure, C12H20Cl2O4W, from the Open Molecules 2025 dataset.

Geometry as ORCA input:
```
! RIJCOSX wB97M-V def2-TZVPD def2/J DEFGRID3
* xyz -2 3
C 0.2773 -1.6332 -1.4354
C 1.1483 -0.5330 -1.7434
C 0.3364 0.6550 -1.7514
C 2.6035 -0.6438 -1.9982
C -1.0018 0.2544 -1.4199
C -1.0287 -1.1493 -1.2457
C -2.2425 -1.9568 -1.1849
C 0.6092 -3.0600 -1.4954
C 0.7346 2.0491 -2.0297
C -2.1892 1.1106 -1.4053
W 0.4583 -0.0164 0.4486
Cl 1.8791 1.5319 0.9900
Cl 1.4199 -1.8598 1.4016
O -1.0267 0.5406 1.2067
H 3.0509 -1.5367 -1.5433
H 3.1329 0.2278 -1.6028
H 2.8384 -0.6814 -3.0705
H 1.7951 2.2296 -1.8475
H 0.1557 2.7471 -1.4194
H 0.5251 2.3451 -3.0646
H -2.0015 2.0968 -0.9862
H -3.0230 0.6654 -0.8677
H -2.5201 1.2717 -2.4295
H -3.0709 -1.3710 -0.8120
H -2.2089 -2.8114 -0.5143
H -2.5883 -2.3195 -2.1547
H 1.6419 -3.3126 -1.2789
H 0.4423 -3.5525 -2.4586
H 0.0455 -3.6697 -0.7948
H -1.1208 1.7609 2.4829
O -2.2795 -3.2466 1.9365
H -1.6583 -2.3607 2.1151
C 1.1193 2.7192 4.6120
C 0.1538 1.8044 3.9394
O 0.2016 0.5718 4.0905
O -0.6960 2.4332 3.0934
H 1.3969 2.2969 5.5879
H 0.6854 3.7243 4.6996
H 2.0051 2.6785 3.9500
*
```

## Properties
HOMO (alpha / beta) in eV: 1.339 / 0.549
Energy relative to the best compared isomer or geometry (same formula, charge and spin) in kJ/mol: 324.97
HOMO-LUMO gap (alpha / beta) in Eh: 0.141 / 0.168
E in eV: -47829.4334
Expectation value of S²: 2.0113

=====

(8)
The following is a quantum chemistry calculation of 2 unconnected molecules or ions with the total composition C12H20N3O3P, from the Open Molecules 2025 dataset.

Geometry as ORCA input:
```
! RIJCOSX wB97M-V def2-TZVPD def2/J DEFGRID3
* xyz 0 1
C 1.7810 0.8755 -0.6291
C 2.3050 -0.5941 -0.2879
C 1.1931 -1.7399 -0.3429
C -0.2784 -1.2764 0.0765
C -1.1172 -0.6274 -1.1411
C -2.6781 -0.8257 -0.9636
C -3.4484 0.1014 -0.2420
P -2.8529 1.6893 0.5642
N -1.3139 1.7130 0.9869
C -5.0146 -0.2233 -0.1199
O -5.6699 -0.0343 0.9143
C -5.6624 -0.8655 -1.4395
C -4.8919 -1.7685 -2.1944
C -3.4372 -2.0865 -1.5990
O -2.9492 -3.2203 -1.6746
H 1.1791 0.8965 -1.6076
H 1.1698 1.2944 0.2453
H 2.6849 1.5499 -0.7729
H 2.7743 -0.5393 0.7483
H 3.1295 -0.8301 -1.0526
H 1.1453 -2.3008 -1.3383
H 1.5087 -2.5314 0.4298
H -0.1720 -0.5777 0.9639
H -0.8565 -2.1897 0.4668
H -0.9189 0.4805 -1.2659
H -0.7183 -1.1443 -2.0838
H -3.6282 1.9003 1.7655
H -3.1188 2.7492 -0.3563
H -1.1883 1.8640 1.9927
H -6.7249 -0.5875 -1.7422
H -5.2798 -2.2328 -3.1489
N 5.8430 0.3988 1.4469
C 4.8746 1.2838 1.7981
N 5.3319 2.4543 2.3125
O 3.6845 1.0451 1.6614
H 6.8252 0.5747 1.5506
H 5.5425 -0.4808 1.0614
H 4.6432 3.1356 2.5843
H 6.3042 2.6701 2.4330
*
```

## Properties
HOMO in eV: -8.555
HOMO-LUMO gap in Eh: 0.274
SMILES string: CCCCCC1=C([PH2]=N)C(=O)C=CC1=O.NC(N)=O
E in eV: -32666.1664